one:
# C3H9O3

A cluster of 2 separate species, C3H9O3 in total (wB97M-V/def2-TZVPD, the OMol25 dataset).

Structure (XYZ):
```
15
Properties=species:S:1:pos:R:3:lowdin_charge:R:1
C 0.0216 -0.4760 0.5825 -0.529
O 1.0400 0.3505 0.8318 -0.308
C -0.5710 -0.4181 -0.8456 -0.215
C -0.9646 1.0342 -1.1223 -0.266
O -1.6651 1.1828 -2.3910 -0.123
H -0.8773 -0.3486 1.2592 0.087
H 0.2814 -1.5642 0.7936 0.092
H 0.1198 -0.7408 -1.6314 0.103
H -1.4775 -1.0300 -0.8044 0.098
H -0.1350 1.7269 -1.0530 0.101
H -1.7122 1.2804 -0.3586 0.106
H -1.5955 0.3395 -2.8434 0.047
H 2.6547 -0.1814 3.2588 -0.034
H 2.1260 -0.4188 1.8040 -0.027
O 2.7548 -0.7366 2.5199 -0.133
```

Net charge: -1
HOMO energy in eV: -3.2108



two:
# C3H9O3

A cluster of 2 separate species, C3H9O3 in total (wB97M-V/def2-TZVPD, the OMol25 dataset).

Structure (XYZ):
```
15
Properties=species:S:1:pos:R:3:lowdin_charge:R:1
C 0.2357 -0.6056 -0.3715 -0.377
O 1.4262 0.0289 -0.0719 -0.185
C -0.5153 -0.9171 0.9373 -0.190
C -1.1914 0.3216 1.4462 -0.266
O -2.4383 0.5484 0.7071 -0.114
H -0.3806 -0.0461 -1.1047 0.105
H 0.3267 -1.5704 -0.9308 0.107
H 0.3389 -1.0911 1.5900 0.104
H -1.2115 -1.7595 0.9376 0.106
H -1.5042 0.2691 2.4952 0.097
H -0.5694 1.2089 1.3607 0.111
H -2.3794 1.4279 0.3059 0.070
H 2.4183 1.3462 -2.3048 -0.113
H 1.9951 0.0917 -1.0118 -0.008
O 2.3225 0.3892 -2.3388 -0.449
```

Net charge: -1
HOMO energy in eV: -3.5080



three:
# C3H9O3

A cluster of 2 separate species, C3H9O3 in total (wB97M-V/def2-TZVPD, the OMol25 dataset).

Structure (XYZ):
```
15
Properties=species:S:1:pos:R:3:lowdin_charge:R:1
C 0.4557 0.1533 0.7450 -0.211
C 1.3687 0.5676 -0.3991 -0.298
O 0.7167 0.4268 -1.6667 -0.090
C -0.1043 -1.3011 0.6385 -0.537
O -0.4806 -1.7516 1.8677 -0.402
H -0.3449 0.8862 0.8609 0.088
H 1.0697 0.0766 1.6471 0.097
H 1.7745 1.5773 -0.2412 0.099
H 2.2440 -0.0888 -0.3697 0.097
H 0.8371 1.2391 -2.1729 0.071
H -1.0203 -1.2390 0.0217 0.060
H 0.6491 -1.9550 0.1593 0.085
H -2.6550 0.4157 0.3703 0.032
H -1.8526 0.2973 -0.9089 0.000
O -2.6577 0.6956 -0.5522 -0.090
```

Net charge: -1
HOMO energy in eV: -2.1774



Quick one: least stable of them? three